Entry from the OMol25 dataset: a structure of composition C48H43GaN2O2P2S2 (ωB97M-V with the def2-TZVPD basis set).

Last column: Mulliken charge in e.
CARTESIAN COORDINATES (ANGSTROEM)
Ga  0.12372  0.02252  -0.31728  1.496
S  0.53870  -0.16926  2.84192  1.220
S  -0.36047  -0.16824  -2.52308  -0.224
P  2.07367  1.26907  0.35960  1.441
P  -1.85386  0.92868  0.84106  1.626
O  0.39158  -1.27296  3.88932  -0.827
O  0.38848  -1.86621  0.11174  -0.248
N  -0.62140  -2.76272  -1.80034  -0.100
N  -0.64392  -2.26845  -4.03652  0.175
C  -0.05833  -6.63729  1.45771  -0.406
C  -2.22868  3.05637  4.27664  -0.906
C  4.23575  0.49885  4.35155  -0.984
C  -1.61132  1.55363  2.51275  -0.438
C  2.86318  0.28152  4.26812  -0.319
C  2.00766  3.08177  0.34669  0.464
C  -5.19947  -2.24775  1.09701  -0.697
C  1.73683  3.71045  -0.87603  -0.274
C  2.89071  0.83318  1.92584  -0.445
C  -0.95901  -3.70331  -4.34685  -0.752
C  -4.73911  -1.64979  2.28222  -0.682
C  -3.73802  -0.67094  2.22946  -0.759
C  -0.35805  -4.09999  0.16292  0.371
C  0.84374  -1.06133  -5.65225  -0.877
C  -2.49808  2.40412  0.01147  0.400
C  2.60424  5.15521  1.31415  -0.732
C  -3.63943  -0.93651  -0.14432  -0.264
C  -4.38910  3.58555  -0.91542  -0.851
C  -1.80334  3.57470  0.14674  -0.072
C  -2.46827  -3.93231  -4.17551  -1.039
C  4.25443  1.12996  1.96728  -0.716
C  -0.60549  -1.38276  -5.15131  -1.178
C  -0.12772  1.91316  4.42909  -0.880
C  -4.66777  -1.87334  -0.12438  -0.955
C  4.92234  0.92299  -2.56034  -0.795
C  -0.45728  1.21608  3.25243  0.652
C  2.53649  5.76331  0.05980  -0.726
C  3.26694  0.58193  -0.83688  0.429
C  4.04491  1.43442  -1.62405  -0.182
C  2.27501  3.80818  1.49845  -0.575
C  -3.19657  -0.29259  0.99337  0.424
C  -2.55271  2.40498  3.06809  -0.349
C  2.23268  0.40760  3.04893  0.308
C  -1.08678  2.76253  4.96823  -0.783
C  4.40491  -1.33313  -1.84038  -0.919
C  -3.63794  4.77798  -0.83244  -0.594
C  0.23244  -5.39909  2.16270  -0.839
C  -3.78172  2.40419  -0.52911  -0.530
C  4.92303  0.93017  3.18661  -0.828
C  -0.61705  -5.30810  -0.48186  -0.175
C  -0.21380  -2.80310  -0.54302  -0.053
C  2.03919  5.05510  -1.05667  -0.760
C  5.13107  -0.43530  -2.63708  -0.606
C  3.53716  -0.81390  -0.86372  -0.726
C  -0.41357  -6.56253  0.13021  -0.673
C  0.02352  -4.20202  1.51610  -0.267
C  -0.54350  -1.87117  -2.75630  0.742
C  -2.34473  4.77400  -0.29291  -0.779
H  2.29663  -0.05134  5.12059  0.625
H  -0.85744  3.53909  0.70588  0.379
H  -1.76584  5.70383  -0.05176  0.397
H  2.21249  3.38799  2.48436  0.540
H  -5.19479  -1.88286  3.27568  0.404
H  4.02407  2.52388  -1.49710  0.408
H  -2.92651  3.82224  4.61602  0.431
H  -2.84708  -3.81609  -3.15165  0.186
H  4.73141  1.49300  1.05655  0.557
H  0.18476  -3.31125  2.12559  0.556
H  -4.31744  1.44979  -0.57406  0.408
H  -0.97763  3.16874  5.98877  0.431
H  -1.12554  -1.84985  -5.96349  0.554
H  -5.34636  3.53250  -1.42345  0.442
H  1.32434  -0.39796  -4.93476  0.163
H  -2.74321  -4.96635  -4.43101  0.386
H  -6.00562  -2.93397  1.14725  0.493
H  0.79136  -0.46484  -6.59211  0.402
H  -3.34047  -0.22847  3.15417  0.349
H  -1.07903  -5.30620  -1.47115  0.289
H  -1.10566  -0.43220  -4.89537  0.522
H  5.46889  1.57816  -3.21631  0.503
H  -5.02292  -2.29829  -1.04672  0.504
H  -0.57891  -7.43450  -0.51646  0.395
H  1.91765  5.52613  -2.04141  0.505
H  -4.10815  5.74991  -1.04089  0.384
H  -3.51058  2.55722  2.63649  0.681
H  -0.33471  -4.33888  -3.71664  0.390
H  1.36440  -2.00719  -5.78361  0.323
H  1.40086  3.10414  -1.73645  0.478
H  0.76236  1.61347  4.99114  0.264
H  4.59336  -2.41723  -1.94676  0.456
H  3.01991  -1.42324  -0.13327  0.490
H  -3.07388  -3.24339  -4.77967  0.404
H  4.72795  0.30398  5.29631  0.454
H  0.55546  -5.39615  3.15933  0.530
H  2.97299  5.73305  2.16794  0.442
H  6.00609  1.07948  3.24502  0.452
H  5.80187  -0.80254  -3.41099  0.399
H  -0.57975  -3.83420  -5.36599  0.547
H  2.81206  6.79547  -0.06053  0.470
H  -0.02058  -7.64413  1.92283  0.377
H  -3.21267  -0.69905  -1.10245  0.665

Max |F|, eV/Å: 3.284
Orbital gap, eV: 8.06
Net charge: +2
HOMO level, eV: -13.3
Electronic energy, eV: -150160.9147
Relative energy (zero: lowest compared OMol25 entry of this formula, charge and spin), kJ/mol: 0.00